[1]
C11H9Cl | wB97M-V/def2-TZVPD

Structure (XYZ):
```
21
Properties=species:S:1:pos:R:3:forces:R:3:mulliken_charge:R:1
C -2.859 -0.578 0.087 -2.6 -0.8 1.6 -0.581
C -2.441 -1.138 -1.068 1.0 -0.3 -1.3 -0.073
C -1.957 -0.163 1.055 -0.3 1.1 0.7 -0.424
C -1.056 -1.166 -1.416 -2.2 -0.5 -1.2 -0.967
C -0.585 -0.116 0.744 -0.7 -0.6 -1.2 0.989
C -0.229 -0.541 -0.540 0.1 -1.2 -0.1 0.292
C 0.515 0.006 1.655 -2.6 1.3 1.8 -0.517
C 1.776 -0.037 1.333 0.5 -0.2 -1.2 -0.696
C 1.571 2.144 -0.703 0.2 -0.7 1.9 -0.830
C 2.120 0.932 -0.962 0.7 0.7 0.4 -0.229
C 2.334 -0.094 0.007 -2.1 1.3 0.3 0.364
Cl 3.485 -1.258 -0.211 1.4 -1.3 -0.6 -0.191
H -3.964 -0.707 0.398 1.9 0.6 -0.7 0.229
H -3.110 -1.604 -1.785 -0.2 0.1 0.3 0.340
H -2.471 0.171 1.996 1.3 -0.3 -0.6 0.269
H -1.023 -1.782 -2.368 1.5 1.2 1.1 0.263
H 0.209 0.133 2.701 0.4 -0.3 -0.2 0.331
H 2.367 -0.279 2.136 2.1 -0.1 1.7 0.500
H 1.411 2.828 -1.477 -0.1 0.9 -1.1 0.331
H 1.313 2.489 0.332 0.1 -0.6 -1.1 0.259
H 2.594 0.758 -1.913 -0.3 -0.1 -0.5 0.343
```
Forces are in eV/Å.

Properties
HOMO (spin up / spin down)	-7.2478 / -8.4060	eV
gap between HOMO and LUMO (spin up / spin down)	0.265 / 0.285	Ha

***

[2]
C37H78F9N3NbOS2 | wB97M-V/def2-TZVPD

Structure (XYZ):
```
131
Properties=species:S:1:pos:R:3:forces:R:3:mulliken_charge:R:1
C 5.346 4.290 5.957 0.3 0.0 0.0 -0.865
C 4.564 2.907 5.701 0.0 0.3 -0.1 0.343
C 3.275 2.877 6.651 0.1 -0.2 0.6 -1.258
C 4.240 2.652 4.142 -0.3 -0.7 0.9 -0.375
C 3.060 3.582 3.565 -0.3 -1.1 0.7 0.519
Nb 3.546 4.664 1.619 -1.5 0.3 -0.4 -1.226
C 3.934 5.607 -0.446 0.0 0.1 -0.5 -0.825
C 4.285 7.175 -0.387 0.2 0.3 -1.1 -0.042
C 5.857 7.505 -0.559 -0.3 1.2 0.5 -0.793
C 6.563 7.860 0.864 -0.6 -0.1 -0.4 -0.005
N 7.924 7.245 0.821 -0.7 0.2 0.2 -0.728
C 1.808 3.464 0.656 -0.5 -0.2 0.3 -0.352
C 0.361 4.090 0.987 -0.5 -1.1 -0.2 -0.069
C -0.812 3.089 0.450 0.8 1.2 0.1 -0.187
C -2.166 3.274 1.310 -0.4 -0.7 -0.9 -0.717
C -3.301 4.016 0.422 1.9 -1.6 -1.3 0.604
F -3.582 3.068 -0.636 0.0 2.0 1.9 -0.335
F -2.810 5.166 -0.250 -1.5 -2.0 1.7 -0.275
C -4.691 4.220 1.179 -1.8 -3.0 -1.3 0.671
F -5.800 4.153 0.280 2.9 0.4 1.9 -0.266
F -4.875 3.108 2.055 0.6 2.5 -2.2 -0.248
S -4.879 5.778 2.194 -2.6 2.5 3.0 1.166
F -3.254 5.953 2.467 -2.5 -0.4 -0.8 -0.259
F -4.898 6.785 0.874 0.7 -1.8 1.8 -0.281
F -6.566 5.674 2.042 2.6 0.2 0.3 -0.324
F -5.059 4.854 3.604 0.8 1.8 -2.0 -0.320
F -5.127 7.119 3.155 0.6 -1.9 -1.6 -0.284
C 2.132 6.344 2.260 -0.2 0.6 1.5 -0.884
C 2.836 7.512 3.138 -0.6 1.5 -1.3 -0.401
S 2.916 7.115 4.954 0.3 1.1 0.6 -0.055
C 3.638 8.551 5.872 2.7 -0.2 0.5 0.307
N 4.895 8.434 6.565 -5.3 2.1 -2.2 -0.094
N 5.086 9.665 7.152 -4.0 2.9 -1.2 -0.483
C 4.004 10.509 6.816 1.6 -3.1 -0.3 0.026
O 3.041 9.848 5.980 3.8 -1.8 1.8 -0.246
H 6.351 4.060 6.454 -1.3 0.4 -0.6 0.302
H 4.761 4.981 6.653 0.8 -0.9 -0.9 0.184
H 5.560 4.881 4.998 -0.4 -1.0 1.3 0.088
H 5.252 2.058 6.046 -1.0 1.1 -0.5 0.454
H 2.545 2.028 6.427 1.0 1.1 0.1 0.271
H 3.633 2.721 7.737 -0.5 0.3 -1.6 0.371
H 2.690 3.862 6.660 0.9 -1.3 -0.3 0.237
H 5.214 2.691 3.541 -1.4 0.2 0.9 0.221
H 3.887 1.552 4.078 0.6 1.6 0.0 -0.089
H 2.156 2.880 3.385 1.2 1.1 0.3 0.090
H 2.718 4.311 4.384 0.5 -0.9 -1.1 -0.344
H 4.991 5.521 2.326 0.6 0.0 0.1 0.047
H 4.675 3.283 1.151 0.2 -0.1 0.2 -0.023
H 4.812 5.056 -0.930 -1.2 0.7 0.5 0.346
H 3.008 5.406 -1.110 1.4 0.5 0.9 0.339
H 3.942 7.712 0.559 0.3 -0.8 -1.1 0.000
H 3.724 7.685 -1.260 0.8 -0.6 1.3 0.292
H 6.434 6.691 -1.121 -0.9 1.0 1.0 0.405
H 5.968 8.463 -1.197 -0.2 -1.5 0.8 0.199
H 5.921 7.475 1.741 0.9 0.4 -1.4 -0.070
H 6.627 9.002 1.009 0.1 -1.7 -0.4 0.316
H 7.759 6.232 0.730 0.4 0.6 0.4 0.254
H 8.481 7.455 1.658 -0.5 -0.4 -0.4 0.239
H 1.836 2.429 1.169 0.0 1.3 -1.1 -0.092
H 2.018 3.407 -0.465 -0.6 -0.2 1.4 0.535
H 0.183 5.112 0.517 0.4 -1.2 0.7 0.176
H 0.177 4.168 2.125 0.6 0.0 -1.7 -0.025
H -0.976 3.345 -0.660 0.1 -0.7 1.7 0.418
H -0.374 2.033 0.532 -1.0 1.4 0.0 -0.091
H -2.009 3.761 2.325 -0.1 -0.4 -1.5 0.443
H -2.571 2.213 1.493 0.3 1.7 -0.2 0.333
H 1.295 5.918 2.913 0.9 0.5 -1.0 0.459
H 1.655 6.795 1.320 0.7 -0.3 1.3 0.528
H 2.164 8.446 3.033 1.3 -1.2 0.2 0.416
H 3.891 7.716 2.765 -1.4 -0.1 0.6 -0.030
H 3.769 11.586 7.071 0.6 -1.7 -0.3 0.343
C 2.580 -0.487 2.368 0.1 -0.1 -0.1 -1.265
C 1.547 -0.847 1.308 -0.1 0.1 0.1 -0.546
C 0.170 -1.169 1.889 -0.1 0.0 -0.2 -0.529
C 0.121 -2.382 2.824 0.1 0.1 0.1 -1.024
C 0.609 -3.697 2.215 -0.1 0.0 0.1 -0.609
C -0.228 -4.160 1.030 0.1 -0.1 -0.1 -0.927
H 2.765 -1.320 3.051 0.0 0.1 0.0 0.480
H 3.531 -0.231 1.895 0.0 0.1 0.1 0.483
H 2.251 0.375 2.955 0.0 0.0 0.0 0.114
H 1.915 -1.684 0.706 -0.1 0.0 0.0 0.393
H 1.443 0.002 0.623 0.0 -0.1 0.0 0.354
H -0.534 -1.318 1.062 0.0 0.0 0.1 0.458
H -0.197 -0.295 2.440 0.0 0.0 0.0 0.310
H -0.913 -2.511 3.166 0.0 0.0 0.0 0.381
H 0.709 -2.172 3.723 0.0 0.0 0.0 0.360
H 0.573 -4.471 2.990 0.1 0.1 0.0 0.415
H 1.657 -3.613 1.914 0.0 0.0 0.0 0.261
H -1.275 -4.290 1.319 0.0 0.0 0.0 0.319
H 0.141 -5.121 0.662 -0.1 0.1 0.0 0.278
H -0.184 -3.450 0.202 0.0 0.0 0.0 0.290
C -1.021 -7.541 -1.020 0.1 -0.1 -0.1 -1.207
C -0.796 -6.665 -2.245 0.0 0.1 0.1 -0.444
C -1.985 -5.758 -2.567 0.0 0.1 -0.1 -0.512
C -3.287 -6.485 -2.916 0.0 -0.1 0.1 -0.900
C -3.200 -7.454 -4.096 -0.1 0.1 0.0 -0.264
C -2.841 -6.774 -5.410 0.1 -0.2 -0.1 -1.071
H -1.855 -8.233 -1.167 0.0 0.0 0.0 0.388
H -0.129 -8.139 -0.816 -0.1 0.0 0.1 0.355
H -1.230 -6.931 -0.138 0.0 0.0 0.0 0.222
H -0.548 -7.293 -3.106 0.0 0.0 0.0 0.328
H 0.080 -6.034 -2.063 0.0 0.0 -0.1 0.371
H -1.706 -5.095 -3.393 0.0 0.0 0.0 0.329
H -2.175 -5.103 -1.709 0.0 0.0 0.0 0.274
H -4.055 -5.732 -3.131 0.0 0.0 0.0 0.403
H -3.644 -7.033 -2.037 0.0 0.0 0.0 0.331
H -4.172 -7.945 -4.212 0.1 0.0 0.0 0.275
H -2.479 -8.250 -3.885 0.0 0.0 0.0 0.281
H -3.572 -6.001 -5.661 0.1 0.0 0.0 0.229
H -2.832 -7.507 -6.222 0.0 0.1 0.0 0.238
H -1.851 -6.314 -5.370 -0.1 0.0 0.0 0.395
C -5.527 -12.441 -7.362 0.1 0.0 0.2 -1.184
C -6.652 -11.430 -7.183 -0.1 -0.1 -0.1 -0.308
C -6.928 -10.603 -8.440 -0.1 0.1 0.0 -0.723
C -5.766 -9.726 -8.915 0.1 -0.1 0.0 -0.873
C -5.245 -8.719 -7.888 0.0 0.0 -0.1 -0.038
C -6.285 -7.689 -7.470 0.1 0.1 0.2 -1.189
H -4.574 -11.951 -7.576 0.0 -0.1 0.0 0.281
H -5.398 -13.027 -6.448 0.0 0.0 -0.1 0.372
H -5.750 -13.133 -8.178 0.0 0.0 0.0 0.297
H -6.426 -10.775 -6.336 0.0 0.0 0.0 0.209
H -7.566 -11.972 -6.918 0.0 0.1 0.0 0.351
H -7.808 -9.976 -8.261 0.1 0.0 0.0 0.312
H -7.204 -11.281 -9.257 0.0 0.0 0.1 0.389
H -6.088 -9.183 -9.811 0.0 0.0 0.1 0.381
H -4.935 -10.363 -9.234 0.0 0.0 0.0 0.334
H -4.390 -8.192 -8.325 0.0 -0.1 0.0 0.350
H -4.864 -9.238 -7.002 0.0 0.0 0.0 0.109
H -6.649 -7.130 -8.337 0.0 0.0 0.1 0.335
H -5.846 -6.975 -6.768 -0.1 0.0 0.0 0.302
H -7.140 -8.156 -6.976 0.0 0.0 0.0 0.294
```
Forces are in eV/Å.

Properties
total charge	-1
HOMO	-4.8529	eV
gap between HOMO and LUMO	0.193	Ha

***

[3]
C17H30AsF15O13SV | wB97M-V/def2-TZVPD

Structure (XYZ):
```
78
Properties=species:S:1:pos:R:3:forces:R:3:mulliken_charge:R:1
O -0.196 2.004 1.293 2.3 -2.3 3.8 -0.528
V 0.484 1.323 2.620 -0.3 -1.0 -3.7 1.901
O 1.290 -0.030 2.206 -2.2 4.1 0.9 -0.511
C -5.413 0.171 2.694 1.2 -3.3 2.8 0.578
F -6.237 -0.575 1.923 -0.1 1.1 0.7 -0.223
F -4.895 1.124 2.021 0.4 2.2 -1.6 -0.204
F -6.058 0.702 3.787 0.0 -0.5 -1.3 -0.246
S -3.945 -1.060 3.239 -0.5 -2.0 -0.8 1.002
O -4.531 -1.926 4.257 0.2 1.3 -0.4 -0.644
O -3.716 -1.728 1.964 -0.4 0.4 -0.1 -0.656
O -2.735 -0.344 3.638 -0.3 1.3 0.4 -0.558
As 2.181 0.268 8.159 0.0 0.6 0.0 2.015
F 0.560 0.589 8.852 1.4 -0.9 -0.3 -0.485
F 2.926 -0.253 9.718 -1.1 0.3 -1.5 -0.512
F 3.796 0.047 7.383 -1.5 0.6 0.5 -0.503
F 1.435 0.804 6.567 1.0 -0.1 1.0 -0.563
F 2.544 1.959 8.631 0.1 -1.2 -0.9 -0.489
F 1.814 -1.377 7.655 0.0 0.9 0.8 -0.467
C -1.811 4.408 4.280 -0.1 0.6 -1.4 -0.832
O -0.425 4.105 4.157 -0.2 -2.1 1.1 -0.175
C 0.317 5.228 3.928 2.0 1.2 0.5 -0.602
C 1.851 5.054 4.121 -0.7 -1.6 -1.2 -0.622
O 2.234 3.837 3.417 0.1 -1.0 -0.2 -0.189
C 3.643 3.718 3.187 0.6 0.9 0.9 -0.823
H -2.458 3.538 4.390 0.6 -0.2 0.1 0.294
H -1.989 4.877 3.312 -1.0 0.1 -0.1 0.344
H -2.067 5.151 5.035 0.5 -0.1 0.4 0.299
H 0.085 5.992 4.670 -0.4 0.4 0.0 0.355
H 0.164 5.630 2.926 -0.3 0.0 -0.2 0.377
H 2.175 4.987 5.159 -0.1 0.0 0.0 0.387
H 2.333 5.866 3.576 0.1 0.3 0.3 0.349
H 3.971 4.566 2.587 0.1 -0.2 -0.4 0.315
H 4.042 2.774 2.816 -1.1 -0.2 -0.6 0.286
H 4.224 3.780 4.107 -0.3 0.3 0.6 0.332
C 0.462 -5.166 -5.395 0.5 -0.8 -0.1 -0.658
O -0.466 -6.131 -4.933 -0.7 0.8 0.1 -0.343
C -1.512 -5.569 -4.147 0.0 -0.9 0.7 -0.605
C -1.103 -5.002 -2.785 0.5 -0.3 0.3 -0.455
O -0.135 -5.895 -2.189 0.0 1.4 0.1 -0.310
C 0.307 -5.414 -0.909 -0.1 -0.3 -0.2 -0.719
H 0.053 -4.328 -5.959 -0.5 0.1 0.2 0.313
H 1.107 -5.709 -6.087 0.1 0.0 0.0 0.252
H 1.085 -4.809 -4.576 0.0 0.2 0.1 0.241
H -2.183 -6.362 -3.818 0.3 -0.6 -0.6 0.301
H -2.162 -4.920 -4.734 0.3 0.6 0.0 0.384
H -2.011 -5.004 -2.182 -0.2 0.0 0.2 0.426
H -0.772 -3.964 -2.764 0.5 0.1 -0.3 0.323
H -0.551 -5.290 -0.249 0.1 -0.4 0.3 0.314
H 0.830 -4.460 -0.846 -0.1 0.6 -1.0 0.271
H 1.090 -6.083 -0.550 -0.6 -0.5 0.2 0.269
C 5.562 -1.756 -0.769 -0.4 -0.3 -0.9 -1.099
C 6.028 -0.856 -1.904 0.1 0.5 1.2 -0.193
O 5.000 -0.611 -2.874 0.1 -0.7 -1.0 -0.300
C 3.972 0.137 -2.601 -1.4 1.4 0.7 0.471
O 3.794 0.799 -1.608 0.2 -0.4 -0.3 -0.559
C 2.859 0.213 -3.752 1.7 -0.2 0.7 0.801
F 1.675 -0.163 -3.320 -0.5 0.0 0.5 -0.225
F 2.771 1.474 -4.194 0.1 -0.2 0.0 -0.251
F 3.201 -0.590 -4.745 0.1 -0.1 -0.8 -0.252
H 6.425 -1.945 -0.131 -0.2 -0.2 0.1 0.359
H 5.154 -2.658 -1.224 0.3 -0.4 0.3 0.318
H 4.729 -1.341 -0.201 0.3 0.4 0.1 0.308
H 6.869 -1.261 -2.467 -0.3 -0.1 0.0 0.314
H 6.360 0.066 -1.426 -0.1 0.4 -0.4 0.303
C -4.021 0.175 -2.917 0.2 -1.3 0.3 -1.178
C -4.833 1.231 -3.577 -0.4 -1.0 0.7 -0.126
O -4.173 1.982 -4.539 2.5 1.2 -3.3 -0.280
C -3.769 1.414 -5.742 -4.3 -4.0 2.0 0.394
O -4.148 0.264 -6.071 1.8 4.1 0.6 -0.557
C -2.925 2.332 -6.594 0.8 -1.3 -1.2 0.853
F -3.362 2.468 -7.878 -0.1 0.0 1.3 -0.244
F -2.733 3.486 -6.050 -0.2 1.7 0.3 -0.221
F -1.729 1.727 -6.659 0.4 -0.2 -0.3 -0.250
H -4.683 -0.178 -2.127 0.2 -0.3 0.2 0.358
H -3.104 0.515 -2.435 0.0 0.2 -0.2 0.310
H -3.805 -0.678 -3.560 0.1 0.1 0.0 0.362
H -5.051 1.888 -2.735 -0.6 0.6 -0.7 0.275
H -5.694 0.760 -4.051 -0.3 0.2 0.3 0.305
```
Forces are in eV/Å.

Properties
total charge	-1
HOMO	-6.5377	eV
gap between HOMO and LUMO	0.149	Ha

***

[4]
C24H47ClFN3O11P | wB97M-V/def2-TZVPD

Structure (XYZ):
```
88
Properties=species:S:1:pos:R:3:forces:R:3:mulliken_charge:R:1
C -6.796 -1.000 1.421 0.0 -0.1 -0.1 -1.000
C -6.351 -0.267 0.163 0.1 0.2 0.1 -0.507
C -4.984 -0.702 -0.333 -0.2 0.0 0.0 -0.529
O -4.044 -0.683 0.744 0.0 0.0 0.0 -0.322
C -2.824 -0.076 0.466 -0.2 -0.1 0.1 -1.771
C -1.706 -0.597 1.436 -0.2 0.4 0.0 2.205
O -2.226 -1.804 1.977 0.2 -0.2 -0.2 -0.412
N -1.206 -2.752 2.427 0.1 0.2 -0.1 0.350
O -1.645 -3.812 2.437 -0.1 -0.1 0.2 -0.405
C -0.445 -0.956 0.629 -0.3 0.4 -0.1 -2.979
N 0.284 0.248 0.119 0.6 -0.4 -0.3 0.131
P 2.028 -0.305 -0.256 0.5 -0.1 0.5 -0.013
C 1.739 -1.652 -1.442 -0.2 0.1 -0.2 -1.153
C 2.576 1.084 -1.333 -0.6 -0.3 0.0 -0.587
C 0.378 1.375 1.138 -0.3 0.3 -0.3 0.515
C -0.489 2.548 0.648 -0.1 0.0 -0.2 -0.046
C 0.319 3.609 -0.073 0.0 0.0 0.1 -0.554
O 0.108 3.929 -1.199 0.1 0.0 -0.2 -0.494
O 1.295 4.208 0.692 -0.2 -0.4 0.3 -0.461
C -0.019 0.842 2.517 -0.2 0.0 0.1 -0.935
C 0.235 1.906 3.584 0.2 0.1 0.1 -0.680
C 1.723 2.295 3.746 0.0 0.0 0.2 -1.134
C 1.978 3.807 3.804 0.0 0.1 0.0 -0.340
Cl 2.857 4.278 5.285 0.0 0.0 0.0 -0.203
N -1.429 0.464 2.422 0.4 -0.7 0.3 0.744
C -2.171 0.307 3.683 -0.1 0.3 0.0 -1.453
C -1.582 -0.605 4.779 -0.1 0.1 0.0 -0.449
C -2.626 -1.461 5.475 0.1 0.2 0.2 -0.697
F -2.819 -2.648 4.790 -0.1 -0.1 -0.1 -0.268
H -6.085 -0.855 2.234 0.0 0.0 0.0 0.155
H -6.872 -2.074 1.242 0.0 0.0 0.0 0.309
H -7.772 -0.644 1.744 0.0 0.0 0.0 0.365
H -7.068 -0.423 -0.646 0.0 0.0 0.0 0.375
H -6.321 0.811 0.348 0.0 0.0 0.0 0.265
H -5.031 -1.727 -0.717 0.1 0.0 0.0 0.318
H -4.652 -0.036 -1.135 0.0 -0.1 0.0 0.393
H -2.907 1.003 0.633 0.1 0.0 -0.1 0.353
H -2.531 -0.256 -0.581 0.0 0.0 0.0 0.517
H 0.276 -1.508 1.225 -0.1 -0.1 0.0 0.828
H -0.770 -1.537 -0.231 0.2 -0.2 0.1 0.705
H -0.133 0.571 -0.755 -0.2 0.1 0.2 0.832
H 1.684 -2.610 -0.930 0.0 0.0 0.0 0.302
H 2.616 -1.661 -2.093 0.0 -0.1 0.0 0.490
H 0.861 -1.515 -2.079 0.1 0.0 0.0 0.440
H 1.824 1.873 -1.365 0.1 0.1 0.0 -0.344
H 3.519 1.466 -0.947 0.0 0.1 -0.1 0.468
H 2.684 0.728 -2.357 0.2 0.1 0.0 0.688
H 1.420 1.693 1.143 0.0 -0.1 0.1 0.614
H -1.234 2.211 -0.072 -0.1 0.0 0.1 0.270
H -1.048 2.985 1.474 0.1 0.1 0.1 0.640
H 2.169 3.838 0.521 0.1 0.2 -0.2 0.372
H 0.636 -0.007 2.775 0.0 0.0 -0.1 0.010
H -0.376 2.795 3.415 0.0 -0.1 -0.1 0.551
H -0.087 1.501 4.538 -0.1 0.0 0.0 0.274
H 2.069 1.888 4.693 0.1 -0.1 -0.1 0.652
H 2.353 1.827 2.985 0.0 0.1 0.0 0.439
H 1.049 4.372 3.815 0.0 0.0 0.0 0.298
H 2.572 4.168 2.971 0.0 0.0 0.0 0.145
H -3.178 -0.025 3.429 0.0 -0.1 -0.1 0.789
H -2.296 1.306 4.103 -0.1 0.0 0.0 0.432
H -1.130 0.006 5.563 0.1 0.0 -0.1 0.515
H -0.796 -1.257 4.395 0.0 0.0 0.0 0.319
H -3.584 -0.941 5.544 0.0 0.0 -0.1 0.328
H -2.315 -1.710 6.489 0.1 -0.1 0.0 0.341
C 2.549 4.216 -3.143 0.0 0.1 0.0 -0.419
O 3.773 4.437 -3.841 0.0 0.0 0.0 -0.320
C 3.779 3.951 -5.089 0.0 0.0 0.0 0.744
O 2.875 3.337 -5.596 0.0 0.0 0.0 -0.550
O 4.941 4.252 -5.650 0.0 0.0 0.0 -0.327
C 5.088 3.798 -7.004 0.1 0.0 0.0 -0.624
H 2.684 4.637 -2.151 0.1 0.0 0.0 0.221
H 1.717 4.718 -3.632 0.0 0.0 0.0 0.357
H 2.338 3.151 -3.085 -0.1 0.0 -0.1 0.096
H 4.328 4.248 -7.639 0.0 0.0 0.0 0.299
H 5.011 2.714 -7.051 0.0 0.0 0.0 0.294
H 6.076 4.120 -7.313 0.0 0.0 0.0 0.221
C 2.923 -6.275 -5.429 0.0 0.0 -0.1 -0.634
O 2.797 -5.666 -4.134 0.0 0.0 0.0 -0.308
C 1.928 -6.272 -3.330 0.0 0.0 0.0 0.754
O 1.264 -7.237 -3.594 0.0 0.0 0.0 -0.523
O 1.913 -5.616 -2.161 -0.1 0.1 0.0 -0.275
C 1.016 -6.181 -1.196 0.0 0.0 0.1 -0.712
H 3.657 -5.679 -5.962 0.0 0.0 0.0 0.212
H 3.270 -7.302 -5.332 0.0 0.0 0.0 0.302
H 1.970 -6.259 -5.952 0.0 0.0 0.0 0.303
H 1.300 -7.204 -0.960 0.0 0.0 0.0 0.346
H -0.007 -6.163 -1.565 0.0 0.0 0.0 0.338
H 1.108 -5.560 -0.308 0.0 0.0 0.0 0.202
```
Forces are in eV/Å.

Properties
total charge	+1
HOMO	-12.2357	eV
gap between HOMO and LUMO	0.346	Ha